# 1
21
Properties=species:S:1:pos:R:3:forces:R:3 method="wB97M-V/def2-TZVPD" energy_ha=-345.4799 smiles=CC(C)NCN.O fmax_ev_per_a=4.26 de_lowest_kcal_mol=60.4 lumo_energy_ev=0.830 spin_multiplicity=1 homo_lumo_gap_ev=9.28
C 0.3568 -1.1624 -2.3924 0.7 -1.8 0.6
C 1.0076 -0.0878 -1.5076 -2.1 -0.3 1.2
C 1.3191 1.0853 -2.4260 0.5 2.6 0.8
N 0.0831 0.3169 -0.3960 -2.7 1.9 -1.2
C 0.0681 0.0505 0.9779 2.3 -0.4 1.9
N -0.5685 -1.2097 1.3992 3.0 -3.0 0.5
H 1.2085 -1.6403 -2.9104 -0.7 0.6 -0.9
H -0.4874 -0.8008 -2.9828 0.6 0.2 -0.4
H -0.0567 -2.0748 -1.9058 0.2 0.8 0.6
H 1.9215 -0.5155 -1.0567 -0.4 0.4 0.0
H 2.3180 0.9217 -2.8396 -0.3 -0.2 -0.7
H 1.5288 2.0801 -1.8031 -0.9 -2.0 -1.2
H 0.5073 1.2745 -3.2307 1.5 -0.3 1.4
H -0.9309 0.5736 -0.6459 2.4 -0.6 -0.4
H -0.4068 0.7559 1.6672 -0.4 0.9 -1.1
H 1.1244 0.1050 1.4111 -0.9 -0.4 -0.8
H 0.2977 -1.8617 1.6270 -2.4 1.4 -0.2
H -0.8941 -1.7101 0.5725 -0.3 0.4 -0.1
H -2.1291 1.6037 5.6335 1.7 0.7 0.0
H -3.3056 1.0532 4.9625 -0.3 -0.1 0.3
O -2.9618 1.2427 5.8459 -1.5 -0.6 -0.2

# 2
16
Properties=species:S:1:pos:R:3:forces:R:3 method="wB97M-V/def2-TZVPD" energy_ha=-1623.8198 fmax_ev_per_a=3.94 de_lowest_kcal_mol=55.5 lumo_energy_ev="-1.007 / -1.010" spin_multiplicity=1 homo_lumo_gap_ev="6.71 / 7.35"
C 1.3109 -0.3757 -0.2678 2.8 1.4 0.8
C 1.5113 0.7882 -0.9433 0.8 -0.7 -0.2
C -2.1900 -0.5395 2.0493 -3.4 2.0 0.6
C -0.9808 -0.9133 2.0487 3.1 -1.3 -0.5
C 0.6557 1.4900 -1.9153 -1.9 -1.4 0.0
C 0.1038 -1.0736 -0.2199 -1.6 0.6 0.2
S -1.1763 1.2050 -1.7408 0.7 -0.1 0.6
S -1.1515 -0.8408 -1.4166 0.1 0.0 0.2
I 3.4438 1.6608 -1.0504 -0.3 -0.3 0.3
I 0.0030 -1.9472 3.5673 0.0 0.1 -0.3
H 2.2512 -0.7230 0.2958 -1.9 0.2 -0.6
H -2.9255 -0.5869 2.8686 0.6 -0.5 0.0
H -2.5961 0.1519 1.3237 0.2 -0.2 -0.9
H 0.7753 2.5166 -1.8004 0.0 1.9 0.1
H 0.8623 1.2440 -2.9373 0.6 -0.3 -0.5
H 0.1031 -2.0565 0.1384 0.0 -1.4 0.3

# 3
115
Properties=species:S:1:pos:R:3:forces:R:3 method="wB97M-V/def2-TZVPD" energy_ha=-4400.7046 charge=+2 fmax_ev_per_a=2.51 de_lowest_kcal_mol=6.3 lumo_energy_ev=-7.428 spin_multiplicity=1 homo_lumo_gap_ev=5.91
V -0.9102 0.5336 0.0618 -0.6 -0.2 0.5
O 0.5670 0.2260 -0.7995 0.4 0.3 1.3
C 1.9861 0.7741 -0.5512 -0.9 -0.3 0.0
C 1.7618 1.9308 0.4807 0.3 0.0 -0.4
C 0.8939 3.0244 -0.1099 -0.3 -0.2 0.0
C 1.3920 4.2391 -0.5703 0.1 0.2 -0.1
C 0.4735 5.2118 -1.0119 1.0 -1.3 0.2
C -0.8606 4.9086 -0.9729 0.0 1.3 -0.8
C -1.2817 3.6427 -0.6512 -1.2 -0.7 -0.4
C -2.7657 3.3187 -0.8580 0.8 0.2 -1.3
C -3.0692 1.8840 -1.4049 1.0 0.5 -0.2
O -2.4289 1.1084 -0.3775 0.4 -0.7 0.2
C -4.5363 1.5463 -1.3502 -1.3 0.8 1.2
C -5.3465 1.4516 -2.4660 -0.4 -0.1 0.0
C -6.7523 1.3466 -2.3366 1.5 -0.6 0.4
C -7.3214 1.2371 -1.0985 -0.2 0.7 0.9
C -6.5309 1.4040 0.0616 -0.1 -0.2 -0.9
C -5.1777 1.5878 -0.0604 1.0 -0.1 -0.6
C -2.3486 1.5352 -2.7293 -0.5 -0.5 0.1
C -2.1993 0.1730 -3.1091 -1.3 0.8 2.0
C -1.6802 -0.1274 -4.3319 -0.2 -0.7 -1.2
C -1.3475 0.8724 -5.2224 0.5 1.4 1.0
C -1.4570 2.2268 -4.8491 0.2 -1.4 -0.6
C -1.9625 2.5394 -3.6067 -0.5 0.2 0.3
N -0.4337 2.7154 -0.2181 1.3 -0.3 0.4
C 2.9496 -0.3251 -0.0927 0.7 0.2 0.5
C 3.4568 -1.2820 -1.0116 -0.3 0.3 0.6
C 4.5185 -2.1007 -0.6389 -0.2 -0.5 -0.1
C 5.0830 -1.9789 0.6263 0.4 0.5 -0.8
C 4.6827 -0.9579 1.4710 -0.2 -1.0 0.1
C 3.6073 -0.1632 1.1582 -1.3 0.2 -0.7
C 2.4799 1.2639 -1.8969 0.5 0.2 0.1
C 1.6773 1.1783 -3.0248 -0.9 0.0 0.3
C 2.1053 1.6521 -4.2487 0.9 1.0 0.1
C 3.3850 2.2391 -4.2950 -0.2 -0.1 -1.0
C 4.2343 2.2700 -3.1915 -2.0 -0.7 0.5
C 3.7919 1.7717 -1.9724 -0.3 -0.3 0.2
H 2.7321 2.3673 0.7239 0.0 -0.1 -0.1
H 1.3121 1.5484 1.4278 0.4 0.2 -0.8
H 2.4799 4.4137 -0.6493 -0.8 -0.2 0.3
H 0.7948 6.1190 -1.4843 0.2 0.4 0.2
H -1.5272 5.6875 -1.3554 -0.2 -0.6 0.3
H -3.1477 4.0862 -1.5626 -0.1 -0.5 0.6
H -3.1997 3.4402 0.1110 -0.8 0.0 0.5
H -4.9308 1.4445 -3.4622 0.2 0.1 -0.1
H -7.3391 1.2350 -3.2093 -0.5 0.1 -0.8
H -8.4033 1.1599 -0.9983 0.3 -0.2 0.0
H -6.9834 1.3922 1.0318 -0.2 0.0 0.3
H -4.5768 1.7680 0.8414 -0.2 -0.2 -0.4
H -2.6381 -0.5825 -2.4174 0.6 0.4 -0.8
H -1.6529 -1.1263 -4.7614 0.1 -0.1 0.6
H -0.9096 0.5699 -6.1386 0.1 0.1 -1.0
H -1.1744 2.9924 -5.5437 0.1 0.3 -0.2
H -2.1559 3.5787 -3.3606 0.2 -0.1 0.0
H 3.0537 -1.3947 -2.0181 0.1 0.3 0.3
H 4.9060 -2.8631 -1.3330 -0.3 0.5 0.3
H 5.9395 -2.5840 0.8804 0.0 -0.2 0.1
H 5.1520 -0.8999 2.4247 0.3 0.3 0.6
H 3.2372 0.5739 1.8906 0.4 -0.4 -0.5
H 0.6544 0.7963 -2.9152 0.5 0.2 -0.2
H 1.4007 1.7079 -5.0840 0.5 -0.2 0.2
H 3.7519 2.6789 -5.2310 -0.2 -0.2 0.4
H 5.1641 2.7306 -3.2345 1.6 0.6 -0.3
H 4.4611 1.7341 -1.0857 -0.6 0.2 -0.7
F 2.2713 3.8800 7.9935 0.1 0.1 0.0
C 1.7411 4.7030 7.0727 0.4 0.7 0.7
F 0.8704 5.4956 7.6830 -0.6 0.2 0.4
F 2.7079 5.5145 6.6245 0.4 -0.2 -0.3
C 1.1072 3.9186 5.9978 -0.7 -1.3 -0.9
C -0.1122 4.2843 5.4251 -0.1 -0.4 -0.9
C -0.6909 3.4515 4.4483 1.6 -0.5 1.1
C -0.0696 2.2352 4.0556 -0.4 0.5 -0.3
C 1.1676 1.9215 4.5991 1.0 0.3 1.2
C 1.7181 2.7247 5.5996 -0.4 0.5 -0.7
C -0.5569 1.3855 2.9995 -0.2 0.5 -0.1
C -0.8327 0.7365 2.0001 0.2 0.4 -0.5
H -0.6284 5.2243 5.6484 0.4 -0.4 0.2
H -1.5998 3.7784 4.0507 -1.3 0.1 -0.8
H 1.8037 1.0824 4.3208 -0.6 -0.1 -0.3
H 2.6830 2.4540 5.9830 0.2 0.0 0.3
S -1.9315 -1.5247 0.1004 0.4 0.2 0.3
Sb -0.3355 -3.2346 0.4223 -0.6 -0.2 -1.0
C 1.0081 -2.9413 1.9667 1.4 -0.3 -0.3
C 2.1663 -3.7475 1.9125 -0.8 0.2 0.1
C 3.0731 -3.7045 2.9471 0.4 0.0 -0.2
C 2.8597 -2.9093 4.0535 -0.7 0.5 0.2
C 1.7218 -2.0859 4.0914 0.3 -0.6 -1.0
C 0.8254 -2.0499 3.0110 0.5 -0.7 0.5
C 0.2965 -3.6358 -1.6011 0.0 0.6 1.6
C 0.1316 -4.9401 -1.9954 -0.1 0.5 0.0
C 0.4175 -5.2236 -3.3018 0.6 -1.5 -1.3
C 1.0030 -4.2782 -4.1418 0.3 -0.9 -0.7
C 1.1782 -2.9851 -3.7202 -0.6 0.0 -0.5
C 0.7681 -2.6589 -2.4518 0.3 1.1 0.4
C -1.5387 -4.8633 1.0051 -0.6 0.2 -0.3
C -1.1434 -5.6323 2.0877 0.2 -0.6 -0.1
C -1.9159 -6.7509 2.3844 -0.1 -0.4 1.0
C -3.1198 -7.0300 1.7637 1.0 1.6 -0.9
C -3.5520 -6.2202 0.7156 0.2 0.1 0.3
C -2.7508 -5.1522 0.3318 0.6 -0.2 -0.1
H 2.3521 -4.4407 1.1065 -0.1 0.0 -0.3
H 3.9877 -4.2690 2.8672 0.0 -0.3 0.1
H 3.5926 -2.9628 4.8528 -0.3 0.3 0.1
H 1.4919 -1.4694 4.9208 0.1 0.5 0.8
H -0.0063 -1.3781 3.0154 -0.4 0.2 0.2
H -0.2127 -5.6619 -1.2902 -0.3 -0.6 0.1
H 0.2687 -6.2518 -3.6675 0.1 0.6 0.2
H 1.4035 -4.5550 -5.1300 -0.6 0.0 0.5
H 1.4781 -2.2368 -4.4400 0.4 0.2 0.2
H 0.8927 -1.6246 -2.1617 -0.3 -0.1 0.3
H -0.2268 -5.4556 2.6623 -0.4 0.1 -0.3
H -1.6252 -7.4280 3.1859 0.2 0.3 -0.1
H -3.6716 -7.8612 2.0578 -0.9 -1.3 0.5
H -4.4973 -6.4448 0.2259 0.3 0.2 -0.1
H -3.0053 -4.6336 -0.5761 -0.2 0.5 -0.1

# 4
13
Properties=species:S:1:pos:R:3:forces:R:3 method="wB97M-V/def2-TZVPD" energy_ha=-340.7581 smiles=Nc1c[nH]c(O)c1 fmax_ev_per_a=0.27 de_lowest_kcal_mol=23.1 lumo_energy_ev=0.860 spin_multiplicity=1 homo_lumo_gap_ev=8.47
N -0.1063 -0.5005 2.2327 0.0 0.1 0.1
C 0.0858 -0.1287 0.8733 0.0 0.1 -0.2
C 1.1403 0.4982 0.2558 0.0 -0.1 0.2
N 0.8320 0.5912 -1.0935 -0.1 0.0 -0.1
C -0.3931 0.0441 -1.3120 0.2 0.1 0.2
O -0.8668 0.0326 -2.5850 -0.1 -0.1 0.1
C -0.8976 -0.4132 -0.1249 0.0 0.0 -0.1
H 0.7314 -0.8548 2.6690 0.1 0.1 0.0
H -0.4881 0.2524 2.7919 0.1 -0.1 0.0
H 2.0720 0.8951 0.6350 -0.2 -0.1 0.0
H 1.4213 0.9667 -1.8187 -0.1 -0.1 0.1
H -1.6960 -0.4606 -2.5770 0.1 0.1 -0.1
H -1.8348 -0.9226 0.0533 0.1 0.1 -0.1

# 5
16
Properties=species:S:1:pos:R:3:forces:R:3 method="wB97M-V/def2-TZVPD" energy_ha=-363.0264 smiles="CC(=O)NCCO" fmax_ev_per_a=1.22 de_lowest_kcal_mol=37.1 lumo_energy_ev=0.695 spin_multiplicity=1 homo_lumo_gap_ev=10.03
C -0.9547 1.0343 1.4790 0.7 -0.1 0.8
C -1.0117 -0.4463 1.2222 -0.3 -0.2 -0.6
N -1.0202 -0.8210 -0.1368 0.0 0.8 0.0
C 0.1810 -0.9114 -0.9816 -1.2 0.0 -0.2
C 1.0785 0.3135 -0.9664 -0.2 -0.3 0.0
O 2.3182 -0.0996 -1.5260 0.1 0.5 0.3
O -1.2409 -1.2412 2.0979 -0.2 -0.1 0.3
H -1.9732 1.3906 1.5019 -0.4 0.1 0.0
H -0.4244 1.5859 0.7249 0.1 0.2 -0.3
H -0.5061 1.2279 2.4586 -0.1 0.0 -0.1
H -1.6670 -1.5668 -0.3339 0.2 -0.4 0.4
H -0.2544 -1.0113 -1.9761 0.4 -0.1 -0.3
H 0.7072 -1.8419 -0.7564 0.5 0.3 0.1
H 0.6165 1.1179 -1.5493 0.0 0.0 -0.1
H 1.1714 0.6989 0.0465 0.5 -0.2 0.2
H 2.9799 0.5706 -1.3043 -0.2 -0.3 -0.2

# 6
6
Properties=species:S:1:pos:R:3:forces:R:3 method="wB97M-V/def2-TZVPD" energy_ha=-385.2573 fmax_ev_per_a=5.63 de_lowest_kcal_mol=49.1 lumo_energy_ev=-2.098 spin_multiplicity=1 homo_lumo_gap_ev=10.63
C -1.2931 0.3804 -0.0147 -1.9 0.2 0.2
C 0.0770 0.0792 0.0557 0.8 -5.5 -0.8
N -2.4493 0.5250 -0.0025 2.1 -0.2 -0.1
N 1.1403 0.6649 -0.0560 -0.7 1.8 0.3
F 0.1960 -1.7607 -0.0068 -0.4 4.5 0.4
F 2.3291 0.1112 0.0243 0.1 -0.8 -0.1

# 7
14
Properties=species:S:1:pos:R:3:forces:R:3 method="wB97M-V/def2-TZVPD" energy_ha=-792.8387 fmax_ev_per_a=3.78 de_lowest_kcal_mol=202.3 lumo_energy_ev="-1.949 / -1.759" spin_multiplicity=1 homo_lumo_gap_ev="5.64 / 6.80"
C -2.2408 -0.7361 1.5338 2.4 0.5 -0.4
C -1.6491 0.2838 2.2866 3.2 0.2 -2.0
C -0.5394 -1.2776 0.1044 0.6 0.2 -0.1
C 2.1986 0.7794 -1.6236 3.2 1.6 -1.0
N -1.6525 -1.5197 0.6440 -0.9 0.0 -0.2
N 0.4650 -1.1015 -0.4862 0.6 -0.2 -0.8
N 0.2016 -0.1742 -2.3978 -1.1 -0.3 1.2
O 1.3335 0.2177 -2.6341 1.2 -0.1 -1.0
S -0.1091 0.9650 2.0171 -1.6 -0.7 0.4
H -3.2432 -0.8775 1.6527 -2.6 -0.8 0.6
H -2.1884 0.6245 3.0852 -1.5 1.0 1.9
H 3.0423 1.4225 -2.1880 -2.2 -1.6 1.1
H 2.6973 0.0054 -1.0563 -0.2 -0.5 -0.2
H 1.6843 1.3884 -0.9378 -1.0 0.8 0.6